[1]
Density functional theory data (ωB97M-V/def2-TZVPD) for a 8-piece molecular cluster, C24H27F5O24 overall in a non-equilibrium geometry.

SMILES: O=C1OC[C@@H](F)O1.O=C1OC[C@@H](F)O1.O=C1OC[C@@H](F)O1.O=C1OC[C@@H](F)O1.O=C1OC[C@@H](F)O1.O=C1OCCO1.O=C1OCCO1.O=C1OCCO1
Kohn-Sham gap in eV: 9.9417

Last column: Löwdin charge in e.
CARTESIAN COORDINATES (ANGSTROEM)
O -2.372 -1.715 4.170  0.141
C -2.850 -0.983 3.331  -0.507
O -3.807 -0.031 3.416  0.056
C -4.374 0.296 2.169  -0.052
C -3.462 -0.442 1.183  -0.260
F -2.784 0.468 0.426  0.061
O -2.521 -1.143 2.013  0.103
H -5.427 -0.049 2.113  0.144
H -4.316 1.403 1.935  0.160
H -3.862 -1.191 0.481  0.162
O 2.388 -3.011 -1.080  0.181
C 2.877 -1.973 -1.394  -0.539
O 3.550 -1.208 -0.559  0.085
C 4.050 -0.051 -1.290  -0.024
C 3.494 -0.203 -2.713  -0.323
F 4.476 -0.405 -3.615  0.071
O 2.663 -1.354 -2.627  0.108
H 3.641 0.889 -0.780  0.145
H 5.134 -0.039 -1.187  0.137
H 2.933 0.689 -3.092  0.167
O -0.143 3.689 -1.594  0.165
C 0.108 4.515 -2.414  -0.567
O 0.912 4.298 -3.457  0.080
C 1.140 5.616 -4.128  0.012
C 0.176 6.514 -3.432  -0.306
F -0.932 6.934 -4.126  0.077
O -0.285 5.799 -2.321  0.152
H 2.161 5.898 -3.874  0.139
H 1.144 5.373 -5.156  0.131
H 0.721 7.304 -2.954  0.162
O 3.397 0.377 3.491  0.133
C 2.693 -0.538 3.870  -0.575
O 3.034 -1.805 3.881  0.115
C 1.824 -2.519 4.198  -0.005
C 1.011 -1.448 4.937  -0.257
F 1.269 -1.597 6.314  0.022
O 1.517 -0.238 4.458  0.115
H 1.519 -2.943 3.236  0.151
H 1.956 -3.313 4.911  0.133
H -0.068 -1.420 4.895  0.138
O -0.770 -2.455 0.176  0.164
C -0.262 -1.375 0.049  -0.533
O 0.604 -0.806 0.947  0.074
C 0.754 0.558 0.624  -0.065
C 0.269 0.690 -0.745  -0.245
F 1.362 0.678 -1.628  0.024
O -0.448 -0.506 -0.960  0.132
H 0.124 1.137 1.334  0.150
H 1.791 0.822 0.765  0.137
H -0.315 1.574 -0.915  0.139
O 2.218 -3.568 -5.019  0.111
C 1.439 -4.099 -4.245  -0.645
O 1.743 -5.115 -3.482  0.087
C 0.635 -5.283 -2.529  -0.037
C -0.323 -4.119 -2.903  -0.110
O 0.238 -3.607 -4.084  0.061
H 0.253 -6.265 -2.729  0.122
H 0.999 -5.058 -1.536  0.112
H -0.442 -3.351 -2.148  0.102
H -1.344 -4.409 -3.128  0.128
O -3.921 -1.565 -1.972  0.195
C -3.230 -1.112 -2.773  -0.637
O -2.470 -1.816 -3.598  0.043
C -1.561 -0.958 -4.425  -0.020
C -1.986 0.480 -3.922  -0.098
O -2.931 0.204 -2.895  0.047
H -0.547 -1.239 -4.120  0.113
H -1.761 -1.187 -5.495  0.137
H -2.484 1.034 -4.741  0.129
H -1.144 1.052 -3.628  0.100
O -1.675 1.969 3.067  0.173
C -1.356 1.981 4.204  -0.608
O -1.414 3.000 5.057  0.082
C -0.827 2.716 6.273  -0.098
C -0.642 1.129 6.164  -0.063
O -0.884 0.906 4.776  0.043
H 0.214 3.068 6.376  0.134
H -1.509 3.055 7.085  0.142
H -1.364 0.521 6.727  0.143
H 0.383 0.878 6.360  0.104



[2]
Density functional theory data (ωB97M-V/def2-TZVPD) for C24H27MoNOSi as an isolated structure in a non-equilibrium geometry.

Spin multiplicity: 3
Kohn-Sham gap (alpha / beta) in eV: 4.0557 / 4.0726
Expectation value of S²: 2.0177
Total charge: +2

Last column: natural (NBO) charge in e.
CARTESIAN COORDINATES (ANGSTROEM)
C 0.315 1.103 0.673  -0.237
C -0.623 1.371 -0.403  -0.198
C -1.957 1.190 0.107  -0.258
H -0.357 1.788 -1.371  0.311
C -1.860 0.823 1.514  -0.288
C -0.442 0.779 1.853  -0.257
H -0.032 0.574 2.851  0.300
H 1.377 1.263 0.611  0.291
H -2.866 1.388 -0.454  0.305
H -2.671 0.732 2.244  0.298
Mo -0.942 -0.782 0.332  1.253
C -1.632 -2.009 -0.975  -1.022
H -2.698 -2.170 -0.752  0.300
H -1.092 -2.983 -0.997  0.294
H -1.528 -1.608 -2.025  0.306
Si 0.620 0.025 -4.351  1.186
C 2.097 -0.966 -5.031  -0.487
C 3.197 -0.170 -5.412  -0.131
H 2.989 0.882 -5.666  0.209
C 4.514 -0.677 -5.355  -0.227
H 5.369 -0.015 -5.531  0.231
C 4.767 -2.022 -5.084  -0.191
H 5.793 -2.432 -5.101  0.238
C 3.661 -2.844 -4.831  -0.220
H 3.869 -3.901 -4.640  0.223
C 2.351 -2.342 -4.791  -0.191
H 1.546 -3.042 -4.506  0.214
C -1.148 0.332 -4.903  -0.432
C -1.127 1.087 -6.076  -0.207
H -0.426 0.842 -6.874  0.230
C -1.947 2.216 -6.140  -0.180
H -1.827 2.903 -6.968  0.233
C -2.887 2.491 -5.142  -0.203
H -3.517 3.384 -5.176  0.237
C -3.048 1.579 -4.096  -0.202
H -3.817 1.762 -3.360  0.208
C -2.212 0.460 -3.983  -0.234
H -2.341 -0.256 -3.175  0.182
H 0.360 -0.702 -3.083  -0.278
H 0.904 1.274 -3.772  -0.189
O -0.734 -2.461 3.370  -0.669
C -0.788 -2.806 1.994  -0.039
C 0.617 -2.808 1.460  0.209
C 1.604 -3.661 1.927  -0.198
C 2.832 -3.678 1.268  -0.079
C 3.053 -2.807 0.190  -0.206
C 2.056 -1.900 -0.165  0.078
N 0.853 -1.924 0.478  -0.474
H -1.629 -2.214 3.653  0.496
H -1.177 -3.834 1.841  0.257
H -1.582 -2.102 1.539  0.142
H 1.354 -4.303 2.779  0.272
H 3.593 -4.394 1.584  0.269
H 3.984 -2.844 -0.379  0.274
H 2.177 -1.158 -0.954  0.251



[3]
Density functional theory data (ωB97M-V/def2-TZVPD) for C24H27N2O3 as an isolated structure in a non-equilibrium geometry.

Kohn-Sham gap in eV: 6.7000
Total charge: +1

Last column: natural (NBO) charge in e.
CARTESIAN COORDINATES (ANGSTROEM)
C 5.627 0.710 -1.256  -0.245
H 5.508 0.256 -2.319  0.148
H 6.362 0.121 -0.784  0.178
H 6.157 1.619 -1.513  0.205
O 4.420 0.871 -0.799  -0.525
C 3.484 -0.020 -0.217  0.241
C 3.631 -1.400 -0.424  -0.254
C 2.797 -2.229 -0.326  -0.231
C 1.656 -1.879 0.452  -0.077
C 1.557 -0.615 0.877  -0.263
C 2.340 0.631 0.509  0.339
O 1.927 1.764 0.787  -0.431
C 2.870 2.623 0.567  -0.223
H 3.844 2.781 1.191  0.212
H 2.294 3.608 1.021  0.165
H 2.908 2.984 -0.257  0.165
H 0.721 -0.410 1.547  0.191
C 0.659 -2.983 1.062  -0.166
H 0.733 -2.861 2.008  0.221
H 0.932 -3.873 0.727  0.212
N -0.693 -2.566 0.367  -0.397
H -0.915 -1.486 0.894  0.527
C -0.724 -2.478 -0.964  -0.271
H 0.132 -2.107 -1.254  0.238
H -0.782 -3.467 -1.573  0.229
C -1.878 -1.764 -1.480  -0.215
N -2.884 -1.898 -0.374  -0.443
C -2.957 -0.428 0.415  0.660
O -3.274 -0.777 1.747  -0.653
C -2.837 0.671 -0.170  -0.333
C -3.533 1.011 -1.481  -0.076
C -3.525 2.105 -2.221  -0.258
C -2.720 3.197 -1.557  0.030
C -2.074 2.880 -0.385  -0.198
C -1.330 4.001 0.186  -0.114
C -0.604 4.124 1.411  -0.219
C -0.694 2.715 1.901  -0.103
C -1.439 1.680 1.834  -0.210
C -2.141 1.818 0.357  0.126
H -1.639 0.876 2.234  0.212
H -0.133 2.533 3.181  0.163
H -0.221 4.815 2.031  0.244
H -1.351 4.957 -0.330  0.211
H -2.751 3.966 -2.062  0.189
H -4.149 2.318 -3.085  0.252
H -3.987 0.035 -1.851  0.222
C -2.975 -3.100 0.329  -0.257
C -1.623 -3.505 1.071  -0.199
H -1.817 -3.021 1.988  0.240
H -1.653 -4.352 0.975  0.181
H -3.282 -3.687 -0.519  0.216
H -3.858 -2.870 0.943  0.273
H -2.243 -2.216 -2.428  0.208
H -1.613 -0.859 -1.667  0.206
H 3.116 -3.345 -0.362  0.223
H 4.625 -1.475 -0.954  0.236



[4]
Density functional theory data (ωB97M-V/def2-TZVPD) for one molecule with the formula C24H27N3O5S in a non-equilibrium geometry.

SMILES: Cc1cc2cc(CCNC(=O)c3ccc(S(=O)(=O)N4CCOCC4)cc3)c(=O)[nH]c2cc1C
Kohn-Sham gap in eV: 8.5173

Last column: natural (NBO) charge in e.
CARTESIAN COORDINATES (ANGSTROEM)
C 0.324 3.393 -6.628  -0.626
C -0.195 2.974 -5.287  -0.040
C 0.225 3.618 -4.144  -0.147
C -0.245 3.252 -2.878  -0.139
C 0.166 3.889 -1.671  -0.109
C -0.318 3.515 -0.466  -0.105
C 0.131 4.129 0.826  -0.435
C 1.325 3.351 1.404  -0.215
N 1.010 1.958 1.610  -0.607
C 1.538 0.990 0.830  0.659
O 2.420 1.194 0.016  -0.625
C 1.020 -0.392 1.095  -0.125
C 1.926 -1.446 1.001  -0.162
C 1.512 -2.746 1.225  -0.206
C 0.184 -2.987 1.522  -0.327
S -0.358 -4.667 1.852  2.334
O -1.747 -4.763 1.514  -0.940
O 0.581 -5.567 1.252  -0.939
N -0.255 -4.904 3.493  -0.675
C -1.238 -4.286 4.351  -0.260
C -0.700 -2.987 4.963  -0.088
O 0.538 -3.204 5.606  -0.525
C 1.507 -3.704 4.708  -0.088
C 1.052 -5.031 4.092  -0.260
C -0.737 -1.958 1.578  -0.221
C -0.320 -0.653 1.373  -0.158
C -1.278 2.424 -0.363  0.633
O -1.760 2.017 0.690  -0.678
N -1.635 1.839 -1.549  -0.570
C -1.167 2.195 -2.785  0.266
C -1.589 1.540 -3.940  -0.256
C -1.118 1.914 -5.183  0.027
C -1.587 1.199 -6.410  -0.633
H -0.494 3.705 -7.277  0.216
H 0.837 2.565 -7.116  0.218
H 1.021 4.220 -6.528  0.218
H 0.935 4.429 -4.214  0.208
H 0.887 4.692 -1.739  0.215
H -0.695 4.090 1.539  0.230
H 0.428 5.166 0.675  0.219
H 2.168 3.380 0.708  0.233
H 1.626 3.798 2.357  0.197
H 0.177 1.761 2.145  0.412
H 2.952 -1.224 0.748  0.239
H 2.192 -3.580 1.155  0.243
H -2.128 -4.108 3.750  0.239
H -1.479 -4.991 5.155  0.205
H -1.377 -2.615 5.733  0.199
H -0.581 -2.222 4.180  0.169
H 2.416 -3.842 5.295  0.199
H 1.694 -2.963 3.915  0.169
H 1.735 -5.368 3.314  0.238
H 0.994 -5.793 4.878  0.205
H -1.773 -2.195 1.766  0.240
H -1.047 0.146 1.392  0.245
H -2.292 1.070 -1.486  0.415
H -2.296 0.726 -3.854  0.206
H -2.074 1.893 -7.095  0.221
H -2.292 0.413 -6.155  0.219
H -0.745 0.753 -6.937  0.223



Values of ΔE to the lowest compared entry with this formula, charge and spin, in order: 74.98; 0.00; 2165.02; 174.99, all in kJ/mol.